This record from the Open Molecules 2025 dataset describes a 2-piece molecular cluster, C4H16N3O overall. The level of theory is wB97M-V/def2-TZVPD.

Summary:
* Kohn-Sham gap: 10.51 eV
* highest occupied orbital energy: -0.495 Ha
* ΔE to the lowest compared entry with this formula, charge and spin: 130.6 kJ/mol
* DFT total energy: -10918.5037 eV
* maximum force: 0.05238 hartree/bohr

Geometry as ORCA input:
```
! RIJCOSX wB97M-V def2-TZVPD def2/J DEFGRID3
* xyz 1 1
N -0.98849 -0.61020 1.22354
C -0.44284 0.49018 0.24158
C 0.92473 -0.03505 -0.21213
C 0.83731 -1.34162 -1.13115
N 0.65118 -2.51556 -0.27160
C -0.30486 1.79584 1.04198
N -0.10588 1.53363 2.47770
H -0.23019 -1.19305 1.49258
H -1.39105 -0.18453 2.05267
H -1.69307 -1.14676 0.73134
H -1.27504 0.47264 -0.44799
H 1.34267 -0.44383 0.71431
H 1.66444 0.65299 -0.60605
H 1.88223 -1.30216 -1.42695
H 0.08371 -1.25769 -1.90715
H 1.29857 -3.25386 -0.45386
H -0.28723 -2.87211 -0.31560
H 0.58991 2.24086 0.60853
H -1.19568 2.41650 0.98925
H -0.51899 2.25493 3.04505
H 0.88494 1.41394 2.63044
H -0.25361 0.21285 -3.40150
H -0.56233 1.76439 -3.65907
O -0.91041 0.90768 -3.41593
*
```

Atomic partial charges in e from the Löwdin method, atoms 1 to 8: 0.204, -0.234, -0.136, -0.214, -0.002, -0.196, 0.014, 0.110